Record 1
Molecular formula: C37H21F15GeN4O2RuS3
Method: DFT, wB97M-V/def2-TZVPD

Geometry as XYZ:
```
84
Properties=species:S:1:pos:R:3:forces:R:3:lowdin_charge:R:1
Ru 0.527 0.577 -0.233 0.3 1.0 0.2 0.59
S -0.963 -1.088 0.467 0.4 -0.3 0.4 0.72
C -2.407 -0.697 -0.246 -0.3 0.9 -0.3 -0.62
N -3.386 -1.555 -0.421 -0.5 -0.4 -0.3 -0.08
C -4.634 -1.136 -1.071 0.2 -0.1 0.0 -0.09
C -4.997 0.242 -0.624 0.1 0.2 0.0 -0.08
N -3.872 1.158 -0.888 -0.8 0.3 0.6 -0.08
C -4.255 2.595 -0.916 0.1 -0.2 -0.1 -0.09
C -4.757 3.060 0.432 -0.1 -0.1 0.0 -0.22
C -6.020 3.630 0.517 -0.1 0.1 0.0 -0.03
C -6.523 4.050 1.743 0.0 0.0 0.0 -0.06
C -5.769 3.885 2.894 0.1 0.0 0.0 -0.07
C -4.505 3.310 2.817 0.0 0.0 0.0 -0.06
C -4.000 2.901 1.592 0.0 0.0 0.0 -0.04
C -2.643 0.756 -0.681 0.1 -1.0 0.0 -0.60
S -1.337 1.784 -0.903 0.8 -0.3 -0.1 0.85
C -3.278 -3.012 -0.143 -0.1 0.2 0.1 -0.09
C -4.216 -3.421 0.965 0.0 0.1 0.0 -0.23
C -5.402 -4.085 0.680 0.0 -0.1 0.0 -0.05
C -6.267 -4.449 1.707 0.0 0.0 0.0 -0.06
C -5.946 -4.145 3.021 0.0 0.0 0.0 -0.07
C -4.759 -3.481 3.312 0.0 0.0 0.0 -0.06
C -3.898 -3.118 2.288 0.0 0.0 0.0 -0.03
H -5.420 -1.828 -0.782 0.0 -0.1 0.0 0.13
H -4.505 -1.183 -2.155 0.0 0.0 0.0 0.15
H -5.246 0.270 0.439 0.0 0.0 0.0 0.15
H -5.862 0.595 -1.183 0.0 0.1 0.0 0.15
H -5.053 2.694 -1.650 0.0 0.0 -0.1 0.13
H -3.407 3.174 -1.268 0.1 0.0 0.0 0.09
H -6.616 3.758 -0.381 0.0 0.0 0.0 0.12
H -7.507 4.498 1.795 0.0 0.0 0.0 0.11
H -6.161 4.206 3.850 0.0 0.0 0.0 0.11
H -3.913 3.182 3.715 0.0 0.0 0.0 0.11
H -3.010 2.458 1.543 0.0 0.0 0.0 0.09
H -2.249 -3.230 0.120 0.1 0.0 0.0 0.09
H -3.519 -3.532 -1.071 0.0 0.0 0.0 0.14
H -5.646 -4.343 -0.347 0.0 0.0 0.0 0.12
H -7.185 -4.975 1.479 0.0 0.0 0.0 0.11
H -6.617 -4.431 3.822 0.0 0.0 0.0 0.11
H -4.501 -3.256 4.340 0.0 0.0 0.0 0.11
H -2.965 -2.611 2.515 0.0 0.0 0.0 0.11
N 0.626 1.988 1.436 -0.2 -0.3 -0.2 -0.05
N 0.961 3.219 0.838 -0.2 0.3 -0.1 0.00
C 1.717 3.196 -0.350 -0.2 -0.5 0.0 -0.72
O 2.258 4.200 -0.734 0.0 0.0 0.0 0.11
O 1.711 2.027 -0.935 0.2 0.4 -0.3 -0.26
H -0.255 2.093 1.927 0.0 0.0 0.1 0.10
H 1.348 1.685 2.090 0.0 -0.2 0.1 0.12
H 1.125 4.010 1.443 0.1 -0.1 0.1 0.15
F 2.325 -0.639 1.738 -0.1 0.0 -0.1 0.01
C 3.672 -0.777 1.788 0.1 0.0 0.0 -0.22
C 4.437 -0.826 0.638 -0.1 0.0 0.1 -0.14
C 5.811 -0.839 0.819 0.0 0.0 0.0 -0.23
F 6.625 -0.801 -0.243 -0.1 0.0 -0.1 0.11
C 6.401 -0.858 2.067 0.2 0.0 0.0 -0.13
F 7.721 -0.877 2.202 0.0 0.0 0.0 0.15
C 5.596 -0.839 3.190 0.1 0.0 0.2 -0.12
F 6.138 -0.845 4.399 0.0 0.0 0.0 0.16
C 4.224 -0.788 3.051 -0.1 0.0 0.1 -0.14
F 3.447 -0.720 4.134 0.0 0.0 0.0 0.13
Ge 3.787 -0.587 -1.193 0.1 0.2 -0.1 0.80
S 1.609 -1.059 -1.333 -0.5 -0.1 0.0 0.31
C 4.479 1.191 -1.604 0.1 0.1 -0.1 -0.12
C 4.504 2.163 -0.612 0.1 0.0 -0.1 -0.24
F 3.921 1.947 0.586 0.1 -0.1 0.1 0.08
C 5.075 3.405 -0.786 0.0 0.0 0.1 -0.15
F 5.080 4.294 0.200 0.0 0.0 0.0 0.14
C 5.631 3.723 -2.009 0.1 0.2 0.0 -0.12
F 6.180 4.913 -2.201 0.0 0.0 0.0 0.16
C 5.614 2.797 -3.030 0.1 0.1 -0.1 -0.13
F 6.149 3.102 -4.209 0.0 0.0 0.0 0.14
C 5.058 1.552 -2.814 0.0 -0.2 0.1 -0.20
F 5.139 0.687 -3.831 -0.1 -0.1 0.1 0.11
C 4.458 -2.000 -2.352 0.0 -0.1 -0.1 -0.15
C 4.087 -1.977 -3.692 -0.1 0.0 0.1 -0.25
F 3.231 -1.049 -4.137 0.0 0.1 0.1 0.08
C 4.534 -2.907 -4.605 0.0 0.0 -0.2 -0.14
F 4.171 -2.843 -5.883 0.0 0.0 0.0 0.14
C 5.355 -3.929 -4.173 0.1 -0.2 -0.2 -0.12
F 5.797 -4.832 -5.036 0.0 0.0 0.0 0.15
C 5.693 -4.028 -2.838 0.1 -0.1 0.0 -0.14
F 6.439 -5.046 -2.421 0.0 0.0 0.0 0.14
C 5.238 -3.075 -1.947 0.0 0.0 0.0 -0.21
F 5.570 -3.260 -0.665 0.0 0.1 0.0 0.11
```
Positions in Å, forces in eV/Å.

Summary:
Spin multiplicity: 2
<S²>: 0.761
Energy relative to the best compared isomer or geometry (same formula, charge and spin) (kcal per mole): 14.3
HOMO level (spin up / spin down) (eV): -11.2 / -11.2
Charge: +1

Record 2
Molecular formula: C37H24ClI2N2O6PS
Method: DFT, wB97M-V/def2-TZVPD

Geometry as XYZ:
```
74
Properties=species:S:1:pos:R:3:forces:R:3:lowdin_charge:R:1
C 4.133 -2.064 -5.719 -0.6 -0.6 0.2 -0.13
C 2.676 -1.512 -5.227 1.2 0.0 0.2 -0.32
C 1.884 -2.670 -4.414 -0.7 0.1 -1.8 -0.69
I 2.649 -2.915 -2.349 -1.1 0.5 -2.0 1.04
C 0.293 -2.516 -4.463 -3.9 -1.4 -0.3 -0.24
C -0.467 -1.156 -4.084 -5.0 -0.9 -0.3 -0.24
P 0.473 0.416 -3.549 1.6 0.8 -0.1 0.89
O 0.158 1.620 -4.771 0.0 -1.5 0.7 -0.34
O -0.218 1.093 -2.131 0.3 0.1 -2.1 -0.35
C -2.037 -1.023 -4.124 2.1 -1.7 -0.6 -0.44
Cl -2.904 0.549 -3.691 1.4 -2.4 -0.8 0.63
C -2.947 -2.218 -4.570 -0.5 -2.0 -0.7 -0.28
N -4.366 -2.338 -4.725 3.1 -0.6 0.1 -0.28
S -4.815 -3.924 -5.258 5.7 2.6 1.4 0.94
N -3.207 -4.561 -5.312 1.5 2.7 0.9 -0.30
C -2.225 -3.580 -4.933 -2.0 0.6 0.0 -0.30
C -0.649 -3.711 -4.861 0.3 2.8 0.8 -0.50
I 0.135 -5.708 -5.362 -0.6 1.8 0.5 0.79
H 4.536 -1.426 -6.583 -0.5 -0.8 1.5 0.08
H 4.845 -2.099 -4.813 -1.0 0.3 -1.6 0.07
H 4.071 -3.153 -6.108 -0.1 1.7 0.5 0.08
H 2.912 -0.594 -4.563 -0.8 -1.5 -1.0 0.07
H 2.069 -1.159 -6.139 0.7 -0.7 1.4 0.11
H 2.178 -3.660 -4.938 -0.8 1.6 1.1 0.02
H 0.784 1.484 -5.527 -0.6 0.0 1.1 0.05
H 0.208 1.989 -2.041 -0.5 -1.2 -0.1 0.07
C -4.808 1.885 -0.517 0.0 0.2 0.1 -0.05
C -3.447 1.588 -0.552 0.1 0.1 0.2 -0.09
C -2.519 2.521 -0.104 -0.1 -0.2 -0.1 0.00
C -2.948 3.761 0.370 -0.2 -0.3 -0.2 -0.08
C -4.309 4.068 0.382 0.0 -0.3 -0.1 -0.09
C -5.240 3.123 -0.052 0.0 -0.2 -0.1 0.00
C -4.774 5.399 0.836 -1.0 0.1 0.0 -0.28
O -5.963 5.667 0.851 0.3 0.0 0.0 0.10
C -3.772 6.401 1.264 0.2 0.4 0.1 -0.08
C -4.190 7.679 1.640 0.1 0.2 0.1 0.00
C -3.257 8.623 2.056 -0.1 -0.2 -0.1 -0.06
C -1.904 8.292 2.106 0.0 -0.2 -0.1 -0.06
C -1.483 7.022 1.727 0.0 0.2 0.1 0.00
C -2.415 6.077 1.296 0.0 0.4 0.1 -0.08
C -1.953 4.740 0.861 1.0 -0.3 0.0 -0.28
O -0.768 4.451 0.901 -0.3 0.1 0.0 0.10
H -5.533 1.153 -0.858 0.1 0.1 0.0 0.11
H -3.110 0.627 -0.927 0.0 0.1 0.1 0.08
H -1.461 2.281 -0.129 -0.2 0.1 0.1 0.11
H -6.301 3.351 -0.032 0.2 0.1 0.0 0.12
H -5.243 7.942 1.606 0.1 -0.2 0.0 0.12
H -3.584 9.617 2.342 0.0 -0.1 0.0 0.11
H -1.177 9.027 2.438 -0.1 -0.1 0.0 0.11
H -0.427 6.772 1.764 -0.2 -0.1 -0.1 0.12
C 4.144 -2.064 0.847 0.0 0.0 0.2 -0.07
C 3.588 -3.297 0.514 0.1 0.0 0.6 -0.20
C 2.980 -4.075 1.493 0.1 0.0 -0.3 0.01
C 2.935 -3.626 2.813 0.2 0.2 -0.3 -0.08
C 3.512 -2.402 3.151 0.1 0.0 -0.4 -0.08
C 4.107 -1.615 2.163 0.0 0.0 -0.2 0.01
C 3.515 -1.936 4.557 0.4 0.9 0.2 -0.28
O 4.016 -0.865 4.853 -0.1 -0.3 -0.1 0.10
C 2.908 -2.795 5.598 -0.1 -0.2 0.4 -0.08
C 2.954 -2.397 6.935 -0.1 -0.1 0.2 0.00
C 2.374 -3.192 7.919 0.1 0.1 -0.2 -0.06
C 1.739 -4.382 7.570 0.0 0.0 -0.2 -0.06
C 1.696 -4.785 6.240 0.0 0.0 0.2 0.00
C 2.289 -3.997 5.252 -0.1 0.0 0.4 -0.08
C 2.269 -4.452 3.845 -0.5 -0.9 -0.3 -0.28
O 1.717 -5.496 3.539 0.2 0.3 0.1 0.10
H 4.611 -1.453 0.080 -0.1 -0.1 0.1 0.10
H 3.629 -3.654 -0.516 0.4 -0.3 0.9 -0.11
H 2.544 -5.033 1.225 0.0 0.1 0.2 0.13
H 4.546 -0.656 2.418 -0.1 -0.2 0.1 0.12
H 3.444 -1.469 7.214 -0.1 -0.1 -0.2 0.12
H 2.416 -2.882 8.959 0.0 0.0 -0.1 0.11
H 1.280 -4.998 8.338 0.0 0.1 -0.1 0.11
H 1.203 -5.715 5.976 0.1 0.2 -0.1 0.12
```
Positions in Å, forces in eV/Å.

Summary:
HOMO level (eV): -8.7

Ordered calculated total energy results: -181123.9787; -102866.4476; unit eV.